Record 1
C17H19F6MgNO4PS2Te | ωB97M-V/def2-TZVPD

The geometry in XYZ format:
```
52
C17H19F6MgNO4PS2Te ωB97M-V/def2-TZVPD
Te -1.584 -3.302 -0.974
S 2.643 -2.617 0.497
S 0.519 -3.111 2.134
P -0.493 0.858 -0.418
Mg 0.188 -1.484 0.104
F 1.054 -2.348 4.544
F 1.097 -4.501 4.267
F 4.256 -0.545 1.060
F 2.788 -0.177 -0.487
F 2.168 -0.282 1.584
F -0.798 -3.459 4.323
O -0.088 -4.226 1.485
O 1.587 -2.577 -0.528
O -0.199 -1.839 1.937
O 3.868 -3.233 0.175
N 2.061 -2.964 1.905
C -3.472 -2.681 -0.140
C -0.123 2.392 3.322
C 3.030 -0.788 0.685
C -0.562 1.699 2.206
C 0.964 1.596 -4.149
C -2.309 1.113 -0.430
C -2.089 -2.673 -2.979
C 1.584 3.443 1.995
C 0.123 3.683 -3.296
C 0.712 2.949 -4.318
C 1.145 2.757 0.872
C -0.220 3.064 -2.106
C 0.623 0.972 -2.958
C 0.027 1.703 -1.933
C 0.950 3.266 3.215
C 0.472 -3.387 3.961
C 0.058 1.893 0.970
H 0.820 -0.085 -2.815
H 1.294 3.808 4.085
H -2.438 -1.645 -3.012
H 0.979 3.436 -5.247
H -0.673 3.638 -1.307
H -0.075 4.738 -3.425
H -3.395 -2.750 0.943
H -4.250 -3.351 -0.492
H -2.768 0.653 0.444
H -1.182 -2.767 -3.574
H 1.424 1.024 -4.945
H 2.423 4.122 1.914
H -2.527 2.180 -0.432
H -0.620 2.252 4.273
H -2.844 -3.342 -3.381
H -1.382 0.996 2.295
H -3.687 -1.659 -0.439
H 1.646 2.894 -0.079
H -2.723 0.663 -1.333
```

## Properties
**Total charge**: +1
**Molecular weight**: 662.343 u
**HOMO-LUMO gap**: 9.44 eV
**Relative energy (zero: lowest compared OMol25 entry of this formula, charge and spin)**: 9.2 kcal per mole


Record 2
C17H19FINO3PS | ωB97M-V/def2-TZVPD

The geometry in XYZ format:
```
44
C17H19FINO3PS ωB97M-V/def2-TZVPD
I 2.399 3.923 -2.309
S 4.213 0.656 3.555
P 4.297 -0.029 1.735
F -0.625 -3.208 1.961
O 5.821 0.566 1.217
O 4.681 -1.693 1.664
O -4.528 -0.853 -0.299
N 3.014 1.634 -0.153
C 5.146 3.222 0.077
C 2.863 0.481 0.657
C 2.022 2.148 -1.086
C 0.711 1.480 -1.285
C 4.180 2.503 -0.165
C -1.277 -1.630 0.188
C 1.934 -2.086 2.574
C -3.685 -1.801 -0.976
C -0.946 -0.420 -0.630
C -0.411 1.982 -2.285
C 1.119 -1.416 1.420
C -0.233 -2.080 1.206
C 0.395 0.243 -0.440
C -4.290 0.512 -0.698
C -5.714 1.241 -0.900
C -2.634 -2.423 0.046
C 1.491 -0.222 0.549
H 5.957 3.943 0.385
H -4.371 -2.666 -1.289
H 1.248 -2.680 3.276
H 6.046 0.160 0.347
H -6.357 1.206 0.029
H 4.498 -2.003 0.742
H -0.313 3.063 -2.590
H -3.743 0.638 -1.682
H -5.543 2.336 -1.194
H -1.719 -0.084 -1.381
H -3.209 -1.426 -1.932
H 2.590 -2.895 2.096
H 2.504 -1.395 3.258
H -3.796 1.068 0.174
H -2.447 -3.533 -0.167
H -6.287 0.793 -1.784
H -1.454 1.886 -1.820
H -3.123 -2.400 1.083
H -0.424 1.259 -3.174
```

## Properties
**Total charge**: +1
**Molecular weight**: 494.286 u
**HOMO-LUMO gap**: 6.36 eV
**Structure (SMILES)**: C#C[n+]1c(I)c(C)c2cc(CCOCC)c(F)c(C)c2c1P(O)(O)=S


Record 3
C17H19FN4O | ωB97M-V/def2-TZVPD

The geometry in XYZ format:
```
42
C17H19FN4O ωB97M-V/def2-TZVPD
F 5.472 0.520 1.082
O 1.134 2.572 -1.914
N -1.607 -0.855 2.285
N 0.411 0.848 -0.653
N -5.185 -1.610 0.425
N -3.524 -1.034 -0.912
C -0.660 -1.216 0.039
C 3.469 0.975 -0.066
C 4.661 0.062 -2.406
C 4.773 0.518 -0.075
C -1.594 1.017 0.712
C -3.107 -0.947 0.384
C -2.766 -0.538 3.096
C 0.632 -0.409 0.031
C -4.037 -1.329 2.712
C 5.384 0.053 -1.225
C -1.753 -0.515 0.863
C 1.362 1.539 -1.310
C -4.123 -1.297 1.231
C 2.751 0.969 -1.255
C -0.944 1.368 -0.615
C 3.356 0.523 -2.424
C -4.763 -1.430 -0.855
H 6.403 -0.297 -1.188
H -2.965 0.531 2.988
H -6.098 -1.910 0.727
H 5.122 -0.289 -3.316
H -1.402 -1.846 2.375
H -2.507 -0.733 4.139
H -5.390 -1.601 -1.706
H -0.880 2.451 -0.753
H -1.025 -1.339 -0.981
H -4.918 -0.883 3.178
H -3.957 -2.364 3.066
H 0.949 -0.236 1.067
H -0.465 -2.208 0.450
H -2.568 1.503 0.771
H 2.796 0.544 -3.346
H 1.420 -0.966 -0.483
H 3.034 1.341 0.851
H -1.538 0.953 -1.437
H -0.977 1.378 1.536
```

## Properties
**Molecular weight**: 314.364 u
**HOMO-LUMO gap**: 9.14 eV
**Structure (SMILES)**: O=C(c1cccc(F)c1)N1CCC2(CC1)NCCc1[nH]cnc12
**Relative energy (zero: lowest compared OMol25 entry of this formula, charge and spin)**: 0.6 kcal per mole


Record 4
C17H19LiN2O2S3Sb | ωB97M-V/def2-TZVPD

The geometry in XYZ format:
```
45
C17H19LiN2O2S3Sb ωB97M-V/def2-TZVPD
Sb 2.143 1.737 0.428
S -0.806 -0.376 -3.412
S 1.824 0.984 -3.008
S 1.629 -1.385 -4.810
O -6.252 1.659 3.060
O -6.887 1.905 0.961
N 1.220 -1.656 -0.911
N -1.060 -0.686 0.128
C -2.707 -0.294 1.909
C -3.027 0.596 -0.310
C -2.272 -0.147 0.595
C 2.883 3.451 -0.616
C -5.980 1.538 1.897
C -4.232 1.141 0.093
C 2.806 2.405 2.383
C 0.734 -3.834 -0.048
C 2.619 -3.497 -1.470
C -4.689 0.976 1.400
C -3.907 0.269 2.307
C -0.773 -1.897 0.365
C 3.912 0.570 0.102
C 1.851 -4.346 -0.701
C 0.887 -0.272 -3.789
C 0.456 -2.487 -0.196
C 2.271 -2.148 -1.550
Li 0.270 0.156 -1.412
H 3.837 2.760 2.332
H 3.865 -0.375 0.642
H -6.571 1.662 0.083
H 3.911 3.652 -0.312
H 3.987 0.380 -0.968
H 2.828 -1.445 -2.160
H 2.097 -5.397 -0.624
H -1.440 -2.560 0.925
H 3.471 -3.858 -2.029
H -2.093 -0.831 2.622
H 2.266 4.327 -0.415
H 2.751 1.577 3.092
H 4.780 1.140 0.439
H 2.845 3.228 -1.682
H 0.081 -4.467 0.540
H -4.257 0.173 3.326
H 2.170 3.213 2.747
H -4.785 1.730 -0.631
H -2.653 0.725 -1.320
```

## Properties
**Total charge**: -1
**Molecular weight**: 508.253 u
**HOMO-LUMO gap**: 4.75 eV
**Relative energy (zero: lowest compared OMol25 entry of this formula, charge and spin)**: 0.0 kcal per mole


Record 5
C17H19MnN5O4S2 | ωB97M-V/def2-TZVPD

The geometry in XYZ format:
```
48
C17H19MnN5O4S2 ωB97M-V/def2-TZVPD
Mn 0.227 0.955 1.267
S 0.945 1.098 3.834
S -0.480 -1.495 1.348
O -0.182 -2.558 2.248
O -0.954 2.344 1.508
O 0.726 -0.870 0.694
O -3.167 2.692 1.616
N 2.416 1.530 1.359
N -1.162 -0.233 2.036
N 3.181 1.497 2.497
N 0.776 1.716 -0.584
N 3.422 1.395 4.765
C -2.479 -3.022 0.374
C -1.492 -2.096 0.057
C -2.224 1.952 1.593
C -1.357 -1.591 -1.229
C 3.005 1.469 0.167
C -2.416 0.425 1.592
C -3.341 -3.444 -0.625
C 4.479 1.309 -0.077
C 2.104 1.553 -0.917
C -0.132 1.895 -1.557
C 0.177 1.879 -2.892
C -3.230 -2.953 -1.925
C 2.593 1.360 3.683
C 1.527 1.644 -3.253
C -4.189 -3.393 -3.000
C 2.474 1.489 -2.283
C -2.227 -2.031 -2.213
H -4.970 -2.643 -3.141
H 4.710 0.293 -0.409
H 4.821 1.998 -0.849
H 2.952 1.440 5.653
H -0.573 -0.879 -1.458
H -4.675 -4.332 -2.737
H -2.122 -1.653 -3.223
H -4.110 -4.172 -0.394
H -0.590 2.050 -3.633
H -2.550 -3.411 1.382
H -2.703 0.153 0.571
H 3.508 1.317 -2.550
H 1.808 1.593 -4.297
H -3.257 0.183 2.235
H 4.182 1.606 2.436
H -1.149 2.073 -1.224
H 4.298 1.888 4.703
H -3.681 -3.522 -3.955
H 5.087 1.502 0.805
```

## Properties
**Expectation value of S²**: 8.816
**Molecular weight**: 476.442 u
**HOMO-LUMO gap (alpha / beta)**: 5.06 / 8.04 eV
**Relative energy (zero: lowest compared OMol25 entry of this formula, charge and spin)**: 38.5 kcal per mole
**2S+1**: 6